Below is one molecule with the formula C4H11NO2, with properties calculated with the ωB97M-V functional and the def2-TZVPD basis.

structure (SMILES)	C[C@H](CO)NCO
gap between HOMO and LUMO	9.5	eV
total charge	0

Each line ends with the Löwdin charge.
Atoms and positions in Å:
C 1.432 -0.911 -0.104  -0.073
C 0.292 -0.220 0.641  -0.364
C -0.745 -1.184 1.248  -0.203
O -1.951 -0.394 1.434  -0.083
N -0.427 0.495 -0.453  -0.036
C 0.357 1.388 -1.268  -0.301
O -0.408 2.508 -1.699  -0.055
H 2.292 -0.235 -0.133  0.073
H 1.799 -1.831 0.398  0.084
H 1.260 -1.218 -1.126  0.078
H 0.575 0.449 1.467  0.143
H -0.406 -1.621 2.196  0.122
H -0.949 -1.962 0.500  0.123
H -2.474 -1.027 1.926  0.079
H -1.320 0.790 -0.096  0.096
H 1.198 1.756 -0.664  0.121
H 0.730 0.986 -2.221  0.118
H -1.255 2.228 -2.044  0.077